Record 1
Computed, not measured: a structure of composition C29H51Cl22O5PS at a distorted geometry, with ωB97M-V/def2-TZVPD.

XYZ file:
```
109
Properties=species:S:1:pos:R:3:forces:R:3
O -0.419 1.695 2.006 6.40 2.26 7.03
C 0.515 2.016 2.945 -4.71 -1.33 -6.01
O 1.497 3.040 2.541 0.21 -3.81 1.49
C 2.858 2.494 2.430 5.25 -1.25 0.50
C 3.986 3.110 3.489 1.15 -2.02 -1.77
C 5.571 2.685 3.516 -2.94 -1.84 -2.70
C 6.102 1.582 2.415 -5.15 0.42 1.42
C 4.998 0.947 1.381 -0.87 2.08 2.40
C 3.383 1.380 1.346 2.46 1.91 2.90
O 0.493 1.416 4.287 2.01 -0.29 -2.84
P 0.782 -0.301 4.255 -0.65 -3.05 0.40
O 2.362 -0.747 3.674 -2.04 2.83 2.50
O 0.723 -0.832 5.949 2.22 2.73 -3.02
S -0.579 -1.346 3.327 1.40 1.17 0.74
H 3.633 3.910 4.280 0.67 -1.81 -1.86
H 6.307 3.193 4.301 -1.86 -1.24 -1.97
H 7.241 1.278 2.394 -2.81 0.40 0.14
H 5.400 0.153 0.595 -1.22 2.06 1.99
H 2.651 0.911 0.563 1.62 0.95 1.77
H 3.049 -0.137 4.088 -0.81 -0.87 -0.90
H 1.600 -0.520 6.320 -1.26 -0.59 -0.04
Cl -2.101 -4.013 2.266 -0.12 -0.15 -0.12
C -3.434 -2.852 2.050 -0.25 0.15 -0.04
C -4.511 -3.382 1.116 -0.11 0.06 0.30
Cl -3.943 -3.495 -0.569 0.10 -0.03 0.18
H -3.010 -1.912 1.684 -0.06 -0.24 0.00
H -3.859 -2.671 3.041 0.01 -0.07 -0.17
H -5.369 -2.703 1.115 0.17 -0.01 -0.01
H -4.860 -4.372 1.423 0.20 0.17 -0.10
Cl 5.530 -1.301 -1.115 0.06 -0.20 -0.27
C 6.036 -2.866 -0.433 0.11 -0.35 0.12
C 4.903 -3.567 0.300 0.06 -0.15 -0.21
Cl 4.451 -2.724 1.802 -0.02 0.05 -0.07
H 6.893 -2.689 0.225 -0.26 0.01 -0.07
H 6.373 -3.483 -1.272 -0.14 0.08 0.12
H 5.212 -4.577 0.585 0.05 0.19 -0.06
H 4.008 -3.649 -0.326 0.19 0.15 0.12
Cl -2.737 -3.974 -4.949 0.06 -0.04 -0.07
C -3.859 -2.943 -4.026 -0.31 0.22 0.23
C -5.122 -2.624 -4.810 -0.08 -0.28 0.20
Cl -4.802 -1.547 -6.193 0.07 0.13 -0.14
H -3.324 -2.033 -3.736 -0.09 -0.15 -0.17
H -4.116 -3.491 -3.115 -0.03 0.11 -0.33
H -5.839 -2.107 -4.166 0.28 -0.17 -0.21
H -5.600 -3.532 -5.191 0.29 0.29 -0.02
Cl 7.053 3.133 0.890 0.64 1.46 -1.47
C 7.336 4.218 -0.494 0.41 0.36 -0.36
C 6.285 5.312 -0.589 0.05 -0.11 0.02
Cl 4.685 4.671 -1.040 -0.08 -0.10 0.05
H 7.367 3.608 -1.402 -0.15 0.10 0.19
H 8.324 4.663 -0.349 -0.28 -0.02 -0.03
H 6.567 6.032 -1.363 -0.50 -0.57 0.18
H 6.180 5.854 0.356 0.02 -0.19 -0.17
Cl 2.654 0.799 -2.073 0.12 0.03 -0.01
C 1.963 0.211 -3.605 -0.20 -0.10 -0.23
C 1.423 -1.206 -3.485 -0.28 0.27 -0.06
Cl 2.723 -2.405 -3.270 0.03 -0.04 0.02
H 2.736 0.284 -4.377 -0.10 -0.09 0.23
H 1.152 0.896 -3.870 0.19 -0.24 0.18
H 0.889 -1.479 -4.400 0.12 0.09 0.10
H 0.729 -1.303 -2.644 0.24 0.05 -0.12
Cl -6.296 -5.186 -3.271 -0.13 -0.16 0.17
C -5.855 -6.895 -3.509 0.06 -0.41 -0.05
C -5.372 -7.548 -2.224 -0.16 -0.10 -0.07
Cl -3.795 -6.908 -1.697 -0.07 0.00 -0.03
H -5.096 -6.944 -4.296 -0.08 0.10 0.25
H -6.753 -7.406 -3.870 0.12 0.07 0.14
H -5.241 -8.623 -2.379 -0.03 0.18 -0.08
H -6.086 -7.407 -1.407 0.16 0.08 -0.21
Cl -0.850 -5.821 8.314 0.03 -0.01 0.03
C -1.212 -4.159 8.840 -0.07 0.30 0.09
C -0.178 -3.161 8.342 -0.36 0.04 -0.20
Cl 1.403 -3.381 9.131 0.06 -0.02 0.00
H -1.282 -4.155 9.932 0.12 -0.03 -0.24
H -2.197 -3.906 8.435 0.22 0.01 -0.02
H -0.506 -2.142 8.568 0.00 -0.20 0.00
H -0.031 -3.238 7.260 -0.01 -0.05 0.27
Cl -8.076 1.622 -2.727 0.00 -0.01 -0.04
C -6.565 1.581 -1.785 0.37 0.06 0.13
C -5.599 0.524 -2.295 0.14 0.43 -0.10
Cl -6.184 -1.129 -1.982 -0.18 0.09 0.29
H -6.823 1.418 -0.734 0.08 0.04 -0.36
H -6.111 2.573 -1.873 0.00 -0.20 -0.07
H -4.637 0.621 -1.783 -0.18 0.01 0.00
H -5.423 0.623 -3.371 -0.13 -0.06 0.19
Cl 10.739 5.645 0.630 -0.05 -0.03 0.00
C 11.022 6.729 -0.754 0.07 0.22 -0.24
C 9.971 7.824 -0.849 0.38 0.23 -0.02
Cl 8.371 7.183 -1.300 0.77 0.58 0.05
H 11.053 6.120 -1.662 -0.11 0.11 0.22
H 12.011 7.175 -0.609 -0.21 0.00 0.01
H 10.253 8.544 -1.624 0.02 -0.18 0.09
H 9.866 8.365 0.096 -0.02 -0.23 -0.17
Cl -9.188 3.406 1.502 0.05 -0.02 -0.05
C -10.402 2.130 1.235 -0.24 -0.22 -0.04
C -9.864 0.747 1.562 -0.21 0.08 0.21
Cl -8.620 0.218 0.400 -0.18 -0.17 0.24
H -10.741 2.196 0.196 0.20 -0.05 0.19
H -11.252 2.361 1.884 0.18 -0.10 -0.04
H -10.673 0.012 1.515 0.08 0.17 -0.06
H -9.428 0.711 2.565 -0.04 0.10 -0.26
Cl -0.517 0.984 -5.766 -0.16 -0.02 -0.12
C -1.474 2.426 -6.189 -0.21 0.33 -0.12
C -1.410 3.494 -5.109 0.12 0.08 -0.26
Cl -2.261 3.001 -3.624 0.03 -0.05 0.03
H -2.503 2.106 -6.380 0.23 0.01 0.16
H -1.060 2.816 -7.124 -0.01 -0.02 0.21
H -1.894 4.409 -5.462 0.03 -0.21 -0.01
H -0.376 3.737 -4.843 -0.22 -0.15 -0.02
```
Forces are in eV/Å.

F_max	9.8	eV/Å
HOMO energy	-8.18	eV
molecular weight	1322.73	Da
HOMO-LUMO gap	7.798	eV

Löwdin atomic charge list, values in e, 2 entries: number 1, O, carries 0.007; number 2, C, carries -0.301

***

Record 2
Computed, not measured: a cluster of 4 separate species, C29H51F3NO9 in total at a distorted geometry, with ωB97M-V/def2-TZVPD.

XYZ file:
```
93
Properties=species:S:1:pos:R:3:forces:R:3
C 0.272 -5.659 1.684 -0.05 -0.13 -0.03
C 0.180 -4.466 1.716 -0.35 -0.04 0.26
C -0.265 -3.125 1.872 0.17 0.27 -0.20
C 0.324 -2.242 2.786 0.02 -0.14 -0.01
C -0.190 -0.985 2.898 0.18 -0.12 0.25
N -1.233 -0.613 2.141 -0.32 0.37 -0.07
C -1.830 -1.405 1.239 -0.16 -0.28 -0.08
C -2.998 -0.909 0.436 0.07 -0.22 -0.06
C -4.204 -1.849 0.546 0.09 -1.09 0.79
C -4.820 -1.725 1.924 -0.53 -0.94 -0.25
F -3.996 -1.309 2.936 -0.35 1.75 -0.31
C -6.143 -1.996 2.185 2.27 0.58 -0.01
F -7.019 -1.072 2.473 -0.49 -0.85 1.54
F -6.554 -3.240 2.100 -1.44 0.55 -1.34
C -1.339 -2.684 1.095 0.43 -0.31 0.13
H 0.279 -6.724 1.665 0.25 -0.06 -0.05
H 1.156 -2.546 3.402 0.04 -0.01 0.01
H 0.207 -0.272 3.604 -0.09 0.18 -0.07
H -1.608 0.322 2.244 0.04 0.01 0.12
H -2.674 -0.884 -0.605 -0.07 0.09 -0.06
H -3.306 0.097 0.719 0.20 0.07 0.07
H -3.926 -2.885 0.330 0.21 0.08 -0.27
H -4.954 -1.549 -0.179 0.08 0.00 -0.13
H -1.749 -3.396 0.398 -0.25 0.20 -0.15
C 0.571 0.381 -0.349 0.14 0.09 -0.20
O 1.776 1.031 -0.624 0.05 -0.17 0.07
C 2.340 1.624 0.537 -0.08 0.17 -0.28
C 3.806 1.933 0.330 0.21 0.04 0.15
O 4.655 0.808 0.497 -0.17 0.00 -0.11
C 4.641 -0.152 -0.557 0.18 -0.13 0.14
C 5.369 0.291 -1.806 -0.30 0.02 -0.21
O 4.553 1.162 -2.570 0.03 0.17 0.14
C 5.310 1.935 -3.480 -0.09 -0.04 0.00
H -0.176 1.086 0.048 -0.05 -0.07 0.05
H 0.197 -0.042 -1.281 -0.01 0.04 -0.02
H 0.732 -0.438 0.366 -0.05 0.01 0.04
H 2.232 0.948 1.397 0.03 0.00 0.02
H 1.798 2.558 0.741 0.03 -0.02 0.15
H 4.106 2.637 1.109 0.01 -0.05 0.04
H 3.975 2.421 -0.631 -0.17 -0.08 -0.08
H 3.622 -0.467 -0.789 -0.01 0.10 -0.14
H 5.170 -1.019 -0.156 0.03 0.04 0.04
H 5.606 -0.589 -2.418 0.15 -0.03 0.09
H 6.300 0.795 -1.525 0.05 -0.07 0.01
H 6.020 2.577 -2.947 0.07 -0.04 -0.05
H 4.619 2.567 -4.034 -0.03 -0.04 0.00
H 5.851 1.295 -4.185 0.06 0.04 0.00
C 13.250 3.915 -1.688 -0.13 0.03 0.00
O 12.002 3.271 -1.561 0.08 -0.08 0.18
C 12.001 1.988 -2.162 -0.17 0.30 -0.03
C 10.837 1.165 -1.655 0.03 -0.17 -0.04
O 11.066 0.570 -0.385 -0.05 0.05 0.00
C 11.017 1.431 0.744 0.06 -0.13 0.07
C 9.615 1.841 1.136 0.06 0.30 -0.06
O 9.149 2.890 0.304 -0.04 -0.10 -0.17
C 7.746 2.997 0.325 0.14 0.08 -0.02
H 13.516 4.057 -2.741 0.08 -0.02 0.01
H 13.169 4.890 -1.210 -0.04 0.00 -0.02
H 14.037 3.343 -1.184 0.05 -0.01 -0.08
H 12.939 1.464 -1.943 -0.01 -0.05 -0.03
H 11.906 2.117 -3.249 0.09 -0.15 -0.03
H 10.703 0.326 -2.341 0.03 -0.03 0.03
H 9.913 1.747 -1.660 0.08 0.15 0.02
H 11.659 2.303 0.606 -0.13 0.10 -0.05
H 11.432 0.843 1.566 -0.01 -0.04 -0.02
H 9.619 2.201 2.174 -0.03 -0.16 0.06
H 8.949 0.972 1.058 0.02 -0.03 0.04
H 7.284 2.080 -0.056 -0.10 -0.02 0.15
H 7.463 3.824 -0.326 0.05 0.04 0.03
H 7.383 3.200 1.339 -0.10 -0.06 -0.02
C -12.839 1.018 -2.365 0.12 -0.05 0.03
O -12.166 0.372 -1.306 -0.15 -0.13 -0.01
C -12.613 0.824 -0.038 0.29 -0.02 -0.18
C -12.214 -0.153 1.045 -0.11 0.03 0.14
O -13.071 -1.280 1.146 0.07 -0.02 -0.02
C -12.952 -2.272 0.137 -0.14 -0.03 0.06
C -11.723 -3.142 0.277 0.10 0.08 -0.27
O -10.576 -2.476 -0.231 0.07 0.19 0.12
C -9.382 -3.027 0.260 -0.10 -0.03 -0.06
H -12.673 2.101 -2.335 -0.08 0.02 -0.02
H -12.439 0.626 -3.298 0.03 0.00 0.02
H -13.913 0.809 -2.329 -0.02 0.10 0.00
H -13.703 0.940 -0.039 -0.01 0.02 0.05
H -12.148 1.798 0.164 -0.14 0.05 0.10
H -12.309 0.360 2.005 -0.05 -0.02 0.00
H -11.170 -0.457 0.936 0.00 0.02 -0.17
H -13.011 -1.833 -0.861 0.17 0.00 -0.02
H -13.826 -2.914 0.266 0.00 0.01 0.04
H -11.866 -4.067 -0.298 -0.07 -0.08 0.13
H -11.577 -3.393 1.335 -0.04 -0.03 0.01
H -9.332 -2.932 1.352 0.03 -0.12 0.01
H -8.547 -2.479 -0.177 -0.06 0.04 -0.07
H -9.294 -4.084 -0.021 0.08 -0.03 0.11
```
Forces are in eV/Å.

F_max	2.3	eV/Å
charge	+1
HOMO energy	-10.40	eV
molecular weight	614.72	Da
HOMO-LUMO gap	5.875	eV

Löwdin atomic charge list, values in e, 2 entries: number 1, C, carries 0.207; number 2, C, carries -0.053